Record 1
59
Properties=species:S:1:pos:R:3:forces:R:3:mulliken_charge:R:1 method="wB97M-V/def2-TZVPD" total_charge=+1 homo_energy_ev=-11.459 total_energy_ev=-198956.50935 relative_energy_kcal_mol=0.00 homo_lumo_gap_ev=7.76 lumo_energy_ev=-3.701
Ti -0.21839 -0.25633 -0.25277 -0.200 -0.387 -0.049 -1.390
Cl -0.11500 3.12727 1.12329 0.095 0.007 0.064 -0.150
C -1.02860 1.92204 1.97818 -0.010 0.066 -0.101 1.455
C -1.09321 0.62328 1.47958 0.059 0.043 0.004 -1.321
C -1.82873 -0.27315 2.23262 -0.094 -0.141 0.144 1.024
Cl -1.88070 -1.93638 1.68340 0.045 0.117 -0.025 -0.177
C -2.51216 0.05660 3.39903 0.041 0.079 0.011 -0.174
Cl -3.41718 -1.11519 4.25862 0.003 -0.013 0.000 -0.176
C -2.43558 1.37206 3.85372 -0.038 -0.039 -0.019 0.485
Cl -3.26567 1.83174 5.27688 0.018 0.004 -0.001 -0.153
C -1.68311 2.31183 3.14196 -0.025 -0.001 0.055 -0.122
Cl -1.58458 3.92712 3.70784 -0.006 -0.005 0.021 -0.169
C 2.22470 1.33633 -1.07621 0.023 -0.102 -0.058 -1.148
N 1.46711 0.18175 -1.62252 0.058 0.066 0.081 0.658
C 2.43968 -0.89418 -1.90920 -0.054 -0.009 0.007 -1.137
C 0.81151 0.59163 -2.89716 0.075 -0.007 0.051 -1.217
C -0.35595 1.47971 -2.59197 0.140 0.159 -0.011 0.820
C -0.75803 2.46570 -3.48317 -0.081 -0.062 -0.050 -0.927
C -1.88754 3.21944 -3.20504 0.000 0.012 -0.009 -0.766
C -2.59881 2.99606 -2.03272 -0.019 -0.015 0.020 -0.779
C -2.16155 2.04443 -1.12472 -0.029 -0.021 0.004 0.059
C -1.02196 1.27604 -1.37890 0.057 0.065 -0.070 0.761
H 2.96057 1.66048 -1.81692 0.017 0.028 0.027 0.411
H 2.74795 1.03012 -0.17298 0.015 0.009 0.021 0.363
H 1.55217 2.15837 -0.85561 -0.051 0.048 0.009 0.290
H 3.21432 -0.51577 -2.58097 0.004 -0.007 -0.008 0.375
H 1.93881 -1.72736 -2.39659 0.008 -0.001 0.011 0.369
H 2.90957 -1.22791 -0.98654 0.014 -0.001 0.003 0.278
H 0.47793 -0.32067 -3.39740 -0.037 -0.002 -0.005 0.464
H 1.55818 1.07404 -3.53607 -0.034 0.013 -0.042 0.577
H -0.19969 2.63751 -4.39669 -0.017 -0.014 0.008 0.492
H -2.21145 3.98481 -3.89817 0.007 -0.007 0.006 0.413
H -3.48219 3.58299 -1.81563 0.011 -0.008 -0.002 0.476
H -2.71092 1.91520 -0.19940 -0.011 0.001 -0.006 0.564
Br -3.37973 -5.05228 -3.73166 -0.002 0.000 0.001 -0.150
C -2.52643 -3.66751 -2.78233 0.028 0.033 0.017 0.019
C -1.19618 -3.80421 -2.42454 -0.015 -0.032 0.009 -1.319
C -0.58227 -2.77389 -1.72099 0.054 -0.022 -0.087 -0.139
C -1.26641 -1.60467 -1.38417 0.079 0.019 0.087 1.223
C -2.60598 -1.49613 -1.77039 0.015 0.025 0.016 -0.201
C -3.23696 -2.51734 -2.45770 -0.029 -0.023 -0.029 -0.661
H -0.64955 -4.69932 -2.68920 -0.006 0.006 0.002 0.468
H 0.46477 -2.91412 -1.46230 -0.033 0.010 -0.021 0.332
H -3.16590 -0.59817 -1.54073 -0.016 0.004 -0.001 0.474
H -4.27348 -2.42396 -2.75268 0.010 0.002 0.004 0.459
S 2.36318 -3.14806 2.41430 0.004 -0.002 -0.016 -0.228
C 1.38402 -2.47009 1.20573 -0.063 0.031 -0.007 -0.492
N 1.31489 -1.16506 1.15843 0.034 0.038 -0.069 0.897
C 2.09830 -0.60604 2.17732 -0.030 0.024 0.019 -0.747
C 2.23959 0.75324 2.46657 0.033 -0.104 0.046 -0.115
C 3.03863 1.11848 3.52683 0.001 0.025 0.000 -1.172
C 3.70228 0.15863 4.30329 0.019 0.024 0.020 -0.605
C 3.57014 -1.18498 4.03476 -0.005 -0.019 -0.009 -0.515
C 2.75564 -1.55532 2.96517 -0.009 0.041 -0.015 1.008
H 0.82595 -3.10830 0.53448 0.023 0.001 0.036 0.259
H 1.72475 1.50099 1.88645 -0.053 0.076 -0.066 0.358
H 3.15132 2.16716 3.76926 -0.003 -0.020 -0.010 0.464
H 4.32228 0.47903 5.12966 -0.006 -0.009 -0.011 0.415
H 4.07563 -1.92772 4.63661 -0.010 -0.003 -0.006 0.440



Record 2
16
Properties=species:S:1:pos:R:3:forces:R:3:mulliken_charge:R:1 method="wB97M-V/def2-TZVPD" total_charge=+1 homo_energy_ev=-15.701 total_energy_ev=-14812.70548 relative_energy_kcal_mol=9.53 homo_lumo_gap_ev=12.23 lumo_energy_ev=-3.467
Na -15.59814 -0.16505 18.88172 -0.183 -0.033 0.668 0.898
O -14.15191 -0.67882 20.72649 -0.139 -0.650 -0.830 -0.616
H -14.32513 0.10411 21.23126 0.155 0.650 0.682 0.333
H -13.24792 -0.95096 20.90346 0.021 0.076 0.186 0.305
O -14.15569 1.71934 18.89174 0.026 -0.294 -0.496 -0.620
H -13.36531 1.24162 18.59900 0.006 0.297 0.200 0.340
H -14.43357 2.22947 18.11737 0.094 0.130 0.262 0.310
O -17.24893 1.51127 18.53699 0.346 -0.536 -0.121 -0.558
H -17.51149 2.40033 18.73924 0.050 0.821 0.500 0.277
H -17.92954 1.24863 17.92398 -0.417 -0.392 -0.448 0.311
O -15.06686 -0.61085 16.79657 -0.292 -1.245 0.531 -0.627
H -14.58782 -1.43336 16.60452 -0.164 0.426 -0.142 0.328
H -14.63953 0.08458 16.32951 0.600 0.713 -0.883 0.294
O -16.40719 -2.42122 19.14342 -0.894 2.804 0.867 -0.602
H -15.82603 -3.12823 19.05329 1.237 -2.110 -0.425 0.300
H -17.10499 -2.44725 18.50294 -0.445 -0.656 -0.550 0.327



Record 3
14
Properties=species:S:1:pos:R:3:forces:R:3:mulliken_charge:R:1 method="wB97M-V/def2-TZVPD" homo_energy_ev=-8.799 smiles="C=CC(=C)O.O" total_energy_ev=-8370.43037 relative_energy_kcal_mol=65.75 homo_lumo_gap_ev=9.50 lumo_energy_ev=0.703
C 0.10380 -2.25381 0.29293 0.339 -0.039 0.031 -0.884
C 0.11923 -0.93004 0.45463 -0.967 -0.595 0.080 0.585
O 1.08572 -0.15108 -0.13102 0.262 -0.071 0.667 -0.428
C -1.07848 -0.15860 0.90237 0.818 -0.164 -0.340 -0.373
C -0.99962 1.04275 1.46688 0.358 0.163 -0.668 -0.538
H 0.76982 -2.71603 -0.42666 0.238 -0.125 0.312 0.265
H -0.57531 -2.88792 0.84347 -0.211 0.103 -0.189 0.274
H 1.88958 -0.68067 -0.05721 0.072 0.197 -0.323 0.302
H -1.96545 -0.59137 0.45992 -0.312 0.563 -0.077 0.276
H -0.11311 1.32390 2.02370 0.215 0.153 -0.431 0.272
H -1.65940 1.84314 1.15864 -0.778 -0.178 0.979 0.260
H 0.32952 2.40468 -1.78865 0.299 -0.039 0.213 0.308
H 1.52421 1.82220 -2.61213 -0.115 0.121 0.331 0.304
O 0.56949 1.93285 -2.58687 -0.219 -0.089 -0.585 -0.624



Record 4
8
Properties=species:S:1:pos:R:3:forces:R:3:mulliken_charge:R:1 method="wB97M-V/def2-TZVPD" homo_energy_ev="-8.585 / -8.580" total_energy_ev=-7254.03353 relative_energy_kcal_mol=149.31 homo_lumo_gap_ev="6.39 / 6.41" lumo_energy_ev="-2.192 / -2.170"
C -1.68614 -0.60932 2.07307 1.656 -0.466 -3.086 0.039
C -0.15480 -0.38745 0.44071 -1.818 0.118 2.549 0.405
C 1.69024 0.12871 -1.39605 0.724 0.045 2.677 -0.859
C 0.64181 -0.22745 -0.47182 -0.339 -0.008 0.664 -0.411
C 1.44277 0.26386 -2.66406 -0.225 1.194 -0.172 0.634
O 1.17047 0.61669 -3.72059 -0.005 -0.515 -1.117 -0.307
H -1.50742 0.05668 2.94814 1.033 0.421 -0.527 0.212
H 2.61998 0.58717 -0.94117 -1.026 -0.788 -0.989 0.288